1.
A cluster of 11 separate species, C32H66N4O11S5 in total in a non-equilibrium geometry, computed with ωB97M-V/def2-TZVPD.

Cartesian coordinates (Å):
C 10.528 1.256 -4.987
C 9.001 1.170 -5.142
O 8.800 -0.117 -5.642
C 9.933 -0.876 -5.625
O 10.074 -1.988 -6.086
O 10.858 -0.189 -5.027
H 11.033 1.672 -4.114
H 10.996 1.734 -5.848
H 8.533 1.964 -5.724
H 8.691 1.259 -4.101
C 5.853 5.256 0.322
C 6.239 4.101 1.220
O 5.269 4.098 2.271
C 4.247 4.962 1.894
O 3.203 5.085 2.534
O 4.499 5.508 0.706
H 5.951 4.877 -0.695
H 6.396 6.177 0.533
H 7.174 4.246 1.762
H 6.342 3.141 0.714
C -2.025 2.051 -0.693
C -1.306 0.894 -0.018
C -0.210 0.185 -0.844
C 0.850 1.060 -1.364
N 1.629 1.793 -1.840
H -2.661 1.799 -1.542
H -1.262 2.823 -0.795
H -2.680 2.519 0.042
H -1.993 0.099 0.271
H -0.782 1.271 0.861
H -0.696 -0.319 -1.678
H 0.223 -0.639 -0.277
C -6.171 6.768 3.935
C -7.236 7.599 3.147
C -7.796 6.919 1.909
C -7.777 5.416 1.815
N -7.774 4.252 1.861
H -5.346 6.565 3.252
H -6.528 5.830 4.361
H -5.807 7.336 4.791
H -6.873 8.566 2.800
H -8.043 7.688 3.874
H -7.274 7.338 1.048
H -8.824 7.247 1.757
C 5.483 -1.149 5.624
C 4.047 -1.665 5.652
C 3.062 -0.717 6.351
C 3.380 -0.170 7.685
N 3.671 0.191 8.740
H 6.109 -2.019 5.424
H 5.852 -0.699 6.546
H 5.759 -0.390 4.893
H 4.094 -2.483 6.371
H 3.649 -1.965 4.683
H 2.043 -1.084 6.477
H 2.872 0.032 5.581
C -3.458 -5.998 3.577
C -2.946 -7.242 2.778
C -3.932 -8.303 2.298
C -4.382 -9.156 3.424
N -4.690 -9.748 4.378
H -2.804 -5.139 3.426
H -3.688 -6.275 4.605
H -4.405 -5.674 3.147
H -2.175 -7.753 3.354
H -2.547 -6.821 1.855
H -3.481 -8.991 1.583
H -4.786 -7.794 1.852
C 6.345 -4.741 -0.591
S 5.400 -6.106 0.108
O 3.906 -5.953 -0.122
C 5.969 -7.355 -1.129
H 6.335 -4.688 -1.679
H 7.332 -4.854 -0.142
H 6.114 -3.804 -0.085
H 7.056 -7.438 -1.127
H 5.602 -6.965 -2.079
H 5.510 -8.341 -1.067
C 1.442 -2.913 -7.012
S 0.158 -3.338 -8.277
O -1.273 -3.389 -7.686
C 0.417 -1.890 -9.328
H 1.342 -3.569 -6.147
H 1.365 -1.856 -6.757
H 2.424 -3.019 -7.473
H 1.401 -1.800 -9.787
H 0.280 -0.982 -8.739
H -0.404 -1.904 -10.045
C -8.080 -3.251 -0.875
S -6.502 -2.928 -1.776
O -5.821 -4.278 -2.169
C -7.124 -2.137 -3.314
H -8.655 -2.325 -0.844
H -7.783 -3.650 0.095
H -8.788 -3.987 -1.256
H -7.709 -1.246 -3.089
H -7.781 -2.777 -3.904
H -6.286 -1.814 -3.931
C -6.511 0.350 6.430
S -6.047 0.096 8.202
O -5.325 1.389 8.577
C -7.711 0.189 9.119
H -7.002 1.321 6.358
H -7.329 -0.295 6.111
H -5.675 0.223 5.743
H -8.263 -0.696 8.803
H -8.213 1.155 9.066
H -7.611 0.020 10.192
C 2.493 6.887 -6.628
S 1.162 5.966 -7.531
O 1.659 4.532 -7.769
C 0.107 5.931 -5.978
H 3.376 6.841 -7.267
H 2.786 6.370 -5.715
H 2.204 7.921 -6.442
H -0.184 6.959 -5.764
H 0.620 5.532 -5.103
H -0.710 5.223 -6.123

Results
**Largest force on an atom**: 3.720 eV Å⁻¹
**HOMO-LUMO gap**: 8.6 eV
**E_tot**: -116904.137 eV
**Lowest unoccupied orbital energy**: 0.0 eV
**2S+1**: 1
**Highest occupied orbital energy**: -8.67 eV


2.
A cluster of 5 separate species, C32H67BNO14 in total in a non-equilibrium geometry, computed with ωB97M-V/def2-TZVPD.

Cartesian coordinates (Å):
N 3.835 -1.578 3.977
C 2.580 -0.765 3.797
B 1.491 -1.586 2.889
O 0.554 -0.718 2.087
C -0.394 -0.127 2.853
O -0.130 0.935 3.400
C -1.800 -0.719 3.110
C -2.194 -2.072 2.744
C -3.544 -2.539 3.077
C -4.542 -1.727 3.764
C -4.153 -0.335 4.095
C -2.804 0.128 3.764
H 4.180 -1.509 4.934
H 3.661 -2.564 3.760
H 2.221 -0.488 4.828
H 2.891 0.171 3.246
H 0.906 -2.399 3.568
H 2.138 -2.224 2.080
H -1.465 -2.754 2.242
H -3.858 -3.580 2.800
H -5.555 -2.103 4.036
H -4.885 0.338 4.611
H -2.556 1.180 4.037
C -9.780 -2.879 -0.011
O -9.709 -3.913 0.949
C -8.391 -4.427 1.088
C -8.225 -5.109 2.436
O -7.996 -4.194 3.504
C -9.130 -3.446 3.936
C -10.131 -4.275 4.723
O -10.966 -5.016 3.842
C -11.617 -6.081 4.500
H -9.471 -3.248 -0.994
H -10.814 -2.538 -0.068
H -9.154 -2.033 0.289
H -7.654 -3.620 0.997
H -8.230 -5.155 0.284
H -7.323 -5.726 2.389
H -9.057 -5.780 2.659
H -9.600 -2.925 3.100
H -8.728 -2.680 4.605
H -10.775 -3.609 5.312
H -9.594 -4.952 5.398
H -10.884 -6.790 4.899
H -12.236 -6.602 3.769
H -12.257 -5.707 5.306
C -1.126 -2.275 -5.663
O -1.163 -1.550 -4.454
C -2.321 -1.847 -3.684
C -2.093 -1.505 -2.220
O -1.358 -2.500 -1.519
C 0.042 -2.558 -1.799
C 0.822 -1.406 -1.191
O 0.714 -0.244 -2.010
C 1.065 0.928 -1.301
H -1.996 -2.034 -6.282
H -0.219 -1.995 -6.199
H -1.090 -3.352 -5.464
H -2.577 -2.909 -3.773
H -3.148 -1.242 -4.080
H -3.070 -1.473 -1.729
H -1.642 -0.519 -2.097
H 0.225 -2.654 -2.871
H 0.389 -3.482 -1.331
H 1.885 -1.674 -1.132
H 0.445 -1.196 -0.185
H 0.390 1.078 -0.452
H 0.963 1.778 -1.977
H 2.102 0.871 -0.952
C 8.279 2.125 -5.067
O 7.650 1.207 -4.200
C 7.728 1.613 -2.839
C 6.634 0.948 -2.020
O 5.368 1.586 -2.152
C 4.685 1.365 -3.385
C 4.109 -0.034 -3.503
O 5.115 -0.957 -3.905
C 4.744 -2.293 -3.636
H 9.341 2.221 -4.818
H 8.186 1.749 -6.086
H 7.788 3.103 -5.013
H 7.630 2.702 -2.760
H 8.711 1.310 -2.457
H 6.897 1.052 -0.964
H 6.562 -0.121 -2.225
H 5.316 1.622 -4.238
H 3.850 2.072 -3.381
H 3.324 -0.044 -4.270
H 3.680 -0.334 -2.541
H 4.599 -2.441 -2.561
H 5.555 -2.942 -3.966
H 3.831 -2.559 -4.180
C 3.281 3.663 0.675
O 4.279 4.662 0.548
C 5.136 4.425 -0.560
C 5.811 5.715 -0.993
O 4.975 6.545 -1.799
C 3.933 7.233 -1.112
C 4.437 8.389 -0.263
O 4.932 7.914 0.981
C 5.762 8.860 1.619
H 3.739 2.682 0.823
H 2.667 3.903 1.542
H 2.637 3.650 -0.212
H 4.568 4.011 -1.400
H 5.893 3.698 -0.244
H 6.656 5.450 -1.636
H 6.219 6.268 -0.145
H 3.319 6.541 -0.534
H 3.297 7.647 -1.898
H 3.607 9.076 -0.050
H 5.224 8.926 -0.805
H 6.640 9.078 1.000
H 6.104 8.430 2.560
H 5.209 9.782 1.828

Results
**Largest force on an atom**: 3.175 eV Å⁻¹
**Total charge**: -1
**HOMO-LUMO gap**: 6.8 eV
**E_tot**: -65096.192 eV
**Lowest unoccupied orbital energy**: 2.1 eV
**2S+1**: 1
**Highest occupied orbital energy**: -4.64 eV


3.
A structure of composition C32H67ClI2NO2 in a non-equilibrium geometry, computed with ωB97M-V/def2-TZVPD.

Cartesian coordinates (Å):
C 1.217 -0.406 -1.151
C 2.485 -0.655 -2.014
I 2.318 -1.853 -3.793
C 3.698 -0.149 -1.649
I 5.431 -0.557 -2.906
N 3.941 0.670 -0.501
C 3.558 2.097 -0.698
C 4.105 2.757 -1.997
C 3.652 4.252 -2.225
C 2.326 4.657 -1.512
Cl 1.945 6.388 -1.999
C 4.041 2.851 0.611
O 4.728 3.886 0.580
O 3.683 2.351 1.757
H 0.344 -0.367 -1.862
H 1.211 0.559 -0.598
H 1.025 -1.268 -0.467
H 3.309 0.323 0.230
H 2.435 2.151 -0.661
H 5.229 2.739 -1.921
H 3.868 2.195 -2.938
H 3.461 4.372 -3.331
H 4.495 4.959 -2.009
H 2.385 4.657 -0.398
H 1.454 4.050 -1.869
C 0.980 3.647 2.368
C -0.030 3.874 3.487
C 0.415 3.271 4.820
C 0.584 1.750 4.814
C -0.661 0.961 4.409
C -1.836 1.162 5.360
H 1.126 2.587 2.161
H 0.632 4.120 1.445
H 1.948 4.081 2.623
H -1.006 3.476 3.190
H -0.169 4.952 3.622
H -0.307 3.556 5.593
H 1.366 3.724 5.115
H 0.894 1.433 5.817
H 1.406 1.478 4.146
H -0.407 -0.103 4.390
H -0.965 1.220 3.390
H -1.569 0.860 6.376
H -2.689 0.557 5.042
H -2.163 2.204 5.384
C -4.251 -4.721 1.787
C -3.083 -5.409 1.089
C -1.753 -4.680 1.288
C -1.700 -3.263 0.713
C -1.998 -3.160 -0.783
C -0.990 -3.910 -1.648
H -4.424 -3.717 1.395
H -5.169 -5.296 1.638
H -4.072 -4.647 2.862
H -3.305 -5.520 0.024
H -2.987 -6.423 1.490
H -0.954 -5.283 0.846
H -1.533 -4.628 2.359
H -0.705 -2.849 0.907
H -2.402 -2.622 1.256
H -1.983 -2.103 -1.068
H -3.008 -3.519 -1.000
H 0.020 -3.529 -1.484
H -1.231 -3.781 -2.705
H -0.994 -4.981 -1.437
C -6.160 -8.237 -0.716
C -7.073 -7.935 0.466
C -6.542 -8.488 1.790
C -6.408 -10.012 1.849
C -7.699 -10.786 1.578
C -8.792 -10.506 2.603
H -6.055 -9.310 -0.885
H -6.568 -7.797 -1.628
H -5.165 -7.814 -0.555
H -8.077 -8.321 0.263
H -7.176 -6.850 0.559
H -7.196 -8.148 2.599
H -5.560 -8.046 1.991
H -6.030 -10.287 2.839
H -5.646 -10.340 1.135
H -7.472 -11.856 1.595
H -8.074 -10.570 0.574
H -8.455 -10.765 3.610
H -9.680 -11.102 2.382
H -9.092 -9.456 2.599
C 6.807 6.346 -4.084
C 5.434 7.006 -4.058
C 5.284 8.120 -5.095
C 6.231 9.309 -4.910
C 6.135 10.004 -3.552
C 4.767 10.622 -3.289
H 7.604 7.055 -3.846
H 6.853 5.541 -3.346
H 7.012 5.913 -5.067
H 5.227 7.386 -3.054
H 4.677 6.243 -4.257
H 4.248 8.473 -5.083
H 5.446 7.700 -6.094
H 6.026 10.040 -5.700
H 7.263 8.981 -5.065
H 6.889 10.798 -3.515
H 6.386 9.309 -2.745
H 4.520 11.359 -4.058
H 4.760 11.128 -2.322
H 3.979 9.866 -3.270

Results
**Largest force on an atom**: 3.607 eV Å⁻¹
**Total charge**: -1
**HOMO-LUMO gap**: 6.7 eV
**E_tot**: -68581.555 eV
**Lowest unoccupied orbital energy**: 2.0 eV
**2S+1**: 1
**Highest occupied orbital energy**: -4.78 eV


4.
A cluster of 11 separate species, C32H68N4O22 in total in a non-equilibrium geometry, computed with ωB97M-V/def2-TZVPD.

Cartesian coordinates (Å):
C 0.520 -0.122 0.554
N 0.849 0.616 -0.669
O 0.072 1.435 -1.067
O 1.834 0.302 -1.243
H -0.552 -0.205 0.680
H 0.968 0.344 1.421
H 0.917 -1.125 0.428
C 0.156 4.378 0.816
N -0.923 5.195 0.252
O -0.602 6.028 -0.582
O -2.054 4.941 0.609
H 1.080 4.908 1.009
H 0.369 3.605 0.076
H -0.231 3.894 1.707
C -2.268 3.323 -2.846
N -3.746 3.165 -2.896
O -4.367 3.460 -1.902
O -4.223 2.768 -3.934
H -1.930 3.026 -1.858
H -2.044 4.357 -3.086
H -1.794 2.691 -3.587
C -4.242 2.748 1.494
N -3.278 1.659 1.833
O -3.552 0.867 2.708
O -2.233 1.666 1.227
H -3.821 3.630 1.963
H -5.204 2.467 1.897
H -4.289 2.825 0.417
O 1.853 -2.336 3.139
C 3.019 -2.066 3.051
O 3.866 -2.105 4.071
C 3.289 -2.353 5.380
C 4.434 -2.291 6.366
C 3.684 -1.686 1.759
H 2.857 -3.355 5.407
H 2.539 -1.588 5.575
H 5.175 -3.045 6.123
H 4.091 -2.343 7.396
H 4.904 -1.304 6.282
H 3.144 -2.184 0.958
H 4.724 -2.016 1.806
H 3.694 -0.635 1.471
O -3.780 -4.427 3.408
C -3.768 -3.976 4.502
O -3.364 -2.764 4.792
C -2.905 -1.958 3.682
C -1.618 -2.410 3.036
C -4.308 -4.707 5.702
H -2.777 -0.965 4.095
H -3.722 -1.884 2.961
H -1.569 -1.766 2.148
H -1.661 -3.429 2.678
H -0.758 -2.169 3.650
H -5.311 -4.365 5.928
H -3.645 -4.695 6.562
H -4.360 -5.752 5.382
O 0.443 3.521 -4.835
C 1.561 3.519 -4.441
O 2.633 3.452 -5.238
C 2.431 3.275 -6.654
C 3.066 1.994 -7.137
C 1.929 3.561 -2.984
H 2.872 4.145 -7.148
H 1.381 3.288 -6.949
H 4.159 2.068 -7.145
H 2.784 1.812 -8.176
H 2.810 1.120 -6.540
H 2.720 4.278 -2.786
H 2.166 2.551 -2.656
H 1.036 3.892 -2.457
O -0.746 -2.871 -0.396
C -0.691 -4.039 -0.652
O 0.396 -4.623 -1.163
C 1.528 -3.778 -1.468
C 1.354 -3.107 -2.824
C -1.810 -5.009 -0.413
H 2.367 -4.475 -1.510
H 1.732 -3.070 -0.666
H 0.981 -3.815 -3.559
H 2.302 -2.718 -3.208
H 0.687 -2.250 -2.719
H -2.726 -4.470 -0.690
H -1.940 -5.141 0.662
H -1.744 -5.921 -0.983
O -2.174 2.808 4.635
C -1.652 3.856 4.490
O -0.374 4.065 4.765
C 0.345 2.902 5.127
C 0.532 1.917 4.019
C -2.351 5.104 4.082
H -0.177 2.389 5.943
H 1.291 3.221 5.556
H 1.006 1.005 4.400
H 1.189 2.286 3.222
H -0.402 1.573 3.569
H -2.184 5.897 4.819
H -3.422 4.937 4.066
H -1.975 5.489 3.136
O -5.332 0.617 -0.493
C -5.308 0.265 -1.621
O -4.278 -0.254 -2.275
C -3.026 -0.495 -1.600
C -1.993 -0.878 -2.626
C -6.483 0.420 -2.539
H -3.125 -1.317 -0.874
H -2.721 0.379 -1.006
H -1.019 -1.046 -2.181
H -1.909 -0.132 -3.423
H -2.290 -1.803 -3.134
H -7.326 0.751 -1.934
H -6.804 -0.514 -3.006
H -6.287 1.124 -3.345
O 6.811 -2.603 -3.621
C 5.793 -2.763 -4.206
O 4.762 -1.940 -4.153
C 4.880 -0.806 -3.276
C 4.404 -1.154 -1.888
C 5.502 -3.923 -5.106
H 4.262 -0.003 -3.672
H 5.914 -0.457 -3.279
H 4.364 -0.249 -1.284
H 5.023 -1.914 -1.402
H 3.413 -1.608 -1.916
H 5.921 -3.730 -6.090
H 4.427 -4.062 -5.187
H 5.953 -4.814 -4.683

Results
**Largest force on an atom**: 2.891 eV Å⁻¹
**Energy relative to the best compared isomer or geometry (same formula, charge and spin)**: 0.0 kcal per mole
**HOMO-LUMO gap**: 10.0 eV
**E_tot**: -85283.594 eV
**SMILES string**: C[N+](=O)[O-].C[N+](=O)[O-].C[N+](=O)[O-].C[N+](=O)[O-].CCOC(C)=O.CCOC(C)=O.CCOC(C)=O.CCOC(C)=O.CCOC(C)=O.CCOC(C)=O.CCOC(C)=O
**Lowest unoccupied orbital energy**: 0.0 eV
**2S+1**: 1
**Highest occupied orbital energy**: -9.92 eV